{
  "formula": "C2H3NS",
  "method": "the ωB97M-V functional and the def2-TZVPD basis",
  "lumo_ev": -1.37,
  "smiles": "C#C.N=S",
  "homo_energy_ev": -8.8,
  "total_charge": 0,
  "orbital_gap_ev": 7.44,
  "elements": ["H", "H", "N", "H", "S", "C", "C"],
  "xyz": [[-1.342, 1.241, -0.111], [1.333, 0.980, -0.209], [1.850, 0.628, 0.585], [-1.666, -2.070, -0.017], [3.120, -0.007, -0.082], [-1.638, 0.214, -0.170], [-1.657, -0.986, 0.004]],
  "forces_ev_per_a": [[-0.5, -0.1, -0.2], [-0.8, 0.4, -0.1], [1.0, -0.4, -0.4], [-0.1, 0.7, 0.2], [-0.2, 0.0, 0.5], [0.7, -1.3, 0.8], [-0.1, 0.6, -0.7]],
  "mulliken_charge": [0.343, 0.268, -0.301, 0.372, 0.026, -0.403, -0.306]
}


{
  "formula": "C18H17AsNO6S2V",
  "method": "the ωB97M-V functional and the def2-TZVPD basis",
  "lumo_ev": [-0.67, -0.37],
  "multiplicity": 3,
  "homo_energy_ev": [-8.1, -8.5],
  "total_charge": 0,
  "s2": 2.0191,
  "orbital_gap_ev": [7.42, 8.12],
  "elements": ["C", "C", "H", "C", "C", "O", "H", "H", "C", "O", "C", "C", "C", "H", "H", "H", "H", "As", "C", "O", "H", "C", "C", "H", "C", "C", "H", "H", "C", "S", "S", "C", "O", "O", "N", "H", "H", "C", "C", "C", "H", "H", "V", "H", "O", "H"],
  "xyz": [[0.172, -3.301, -1.810], [2.019, 0.432, 2.740], [-1.348, 3.116, -1.205], [-5.476, 0.947, -1.240], [2.088, -4.797, -0.459], [4.207, -0.381, 0.502], [-5.910, 0.424, -0.388], [-3.718, -1.107, -0.805], [-3.985, 1.007, -1.119], [2.627, 3.789, 0.213], [-3.232, -0.145, -0.906], [2.066, 1.299, 1.662], [-3.275, 2.196, -1.218], [-0.554, -2.706, -2.350], [-5.752, 0.392, -2.139], [0.900, -0.183, 4.460], [-1.271, -0.959, -0.650], [3.523, 1.092, 0.379], [2.129, -3.413, -0.391], [2.927, 1.409, -1.171], [-3.789, 3.136, -1.369], [0.935, 0.480, 3.605], [1.095, -5.434, -1.191], [-5.911, 1.943, -1.301], [1.014, 2.195, 1.443], [-1.859, -0.069, -0.825], [2.842, -5.378, 0.057], [2.830, -0.271, 2.881], [-0.111, 1.366, 3.379], [1.231, 3.492, 0.204], [1.232, -0.919, -0.917], [0.146, -4.685, -1.872], [0.802, 2.867, -1.125], [0.305, 4.536, 0.532], [-1.169, 1.076, -0.943], [5.617, 1.666, 0.783], [-0.858, 2.963, 2.129], [-0.075, 2.235, 2.299], [1.160, -2.672, -1.060], [-1.895, 2.189, -1.128], [1.065, -6.515, -1.237], [-0.618, -5.180, -2.458], [1.117, 1.175, -1.037], [2.905, -2.891, 0.157], [4.807, 2.192, 0.834], [-0.953, 1.395, 4.057]],
  "forces_ev_per_a": [[0.0, 0.0, 0.0], [0.0, -0.1, 0.0], [0.0, 0.0, 0.0], [0.0, 0.0, 0.0], [0.0, 0.0, 0.0], [-0.2, -0.2, 0.2], [0.0, 0.0, 0.0], [0.0, 0.0, 0.0], [0.1, 0.0, 0.0], [0.0, 0.0, -0.2], [-0.1, 0.1, 0.0], [0.0, 0.4, -0.6], [-0.1, 0.0, 0.0], [0.0, 0.0, 0.0], [0.0, 0.0, 0.0], [0.0, 0.0, 0.0], [0.0, 0.0, 0.0], [2.2, -1.0, 1.2], [0.0, 0.0, 0.0], [0.5, 0.8, -0.2], [0.0, 0.0, 0.0], [0.0, 0.0, 0.0], [0.0, 0.0, 0.0], [0.0, 0.0, 0.0], [0.4, 0.2, -0.2], [0.0, -0.1, 0.1], [0.0, 0.0, 0.0], [0.0, 0.0, 0.0], [0.0, 0.0, 0.0], [-0.2, 2.1, 1.7], [-0.1, -2.3, 0.3], [0.0, 0.0, 0.0], [-0.8, 4.2, -0.1], [-0.1, -0.2, -0.1], [-0.3, 0.1, -0.1], [0.0, -0.1, 0.0], [0.0, 0.0, 0.0], [-0.1, 0.0, 0.0], [0.0, 0.1, 0.0], [0.0, 0.0, 0.0], [0.0, 0.0, 0.0], [0.0, 0.0, 0.0], [-0.9, -4.3, -1.8], [0.0, 0.0, 0.0], [-0.4, 0.5, -0.2], [0.0, 0.0, 0.0]],
  "lowdin_spin": [0.001, 0.003, 0.000, 0.001, 0.000, -0.002, 0.000, 0.000, 0.005, 0.003, -0.001, 0.021, -0.001, 0.000, 0.000, 0.001, 0.000, 0.012, 0.000, 0.021, 0.000, 0.011, 0.001, 0.000, 0.012, 0.005, 0.000, 0.000, 0.002, 0.016, -0.007, 0.000, 0.005, 0.006, 0.005, 0.000, 0.000, 0.012, -0.002, 0.006, 0.000, 0.000, 1.858, 0.000, 0.004, 0.000]
}


{
  "formula": "C3H8P2",
  "method": "the ωB97M-V functional and the def2-TZVPD basis",
  "lumo_ev": 0.31,
  "smiles": "C=PCPC",
  "homo_energy_ev": -8.4,
  "total_charge": 0,
  "orbital_gap_ev": 8.71,
  "elements": ["H", "H", "C", "H", "H", "P", "H", "H", "H", "P", "H", "C", "C"],
  "xyz": [[0.540, -1.564, 1.722], [-2.012, -0.134, 1.378], [0.879, -0.783, -1.913], [-1.131, 2.784, 0.479], [1.413, -0.164, 0.810], [-0.714, 0.565, 1.600], [0.451, 1.898, 0.048], [0.886, -0.942, -2.906], [-1.056, 1.231, -0.772], [-0.043, -1.652, -0.906], [1.523, 0.060, -1.739], [-0.701, 1.714, 0.186], [0.419, -0.726, 0.970]],
  "forces_ev_per_a": [[0.0, 1.0, -0.9], [1.1, 0.6, 0.1], [0.6, 1.4, 2.0], [0.6, -2.5, -0.9], [-1.3, -1.2, 0.3], [-1.3, -0.8, 0.3], [-2.0, -0.2, 0.1], [-0.3, -1.1, -3.5], [0.1, 1.0, 1.0], [0.0, 0.7, 3.1], [0.2, 0.2, 0.8], [1.4, 1.8, -0.6], [1.0, -1.0, -1.8]],
  "mulliken_charge": [0.387, 0.013, -0.478, 0.292, 0.256, -0.001, 0.151, 0.342, 0.258, 0.014, 0.245, -0.692, -0.786]
}


{
  "formula": "C17H20N2O5",
  "method": "the ωB97M-V functional and the def2-TZVPD basis",
  "lumo_ev": 0.39,
  "smiles": "CC(C)CNC(=O)COCc1cc(-c2ccc3c(c2)OCO3)on1",
  "homo_energy_ev": -8.3,
  "total_charge": 0,
  "orbital_gap_ev": 8.65,
  "elements": ["C", "H", "H", "N", "H", "H", "C", "C", "C", "C", "H", "C", "H", "H", "O", "H", "C", "H", "H", "H", "H", "H", "O", "H", "C", "C", "H", "C", "H", "C", "H", "C", "C", "C", "O", "O", "H", "N", "C", "C", "H", "O", "C", "H"],
  "xyz": [[6.754, 0.087, -0.058], [-6.983, -2.350, 0.025], [-0.787, 2.532, 1.513], [-3.333, -0.544, -0.482], [8.426, -2.335, 0.341], [-5.884, -3.380, 0.945], [-4.394, -1.516, -0.395], [0.526, 1.430, 0.262], [7.927, -1.754, -0.452], [-0.710, 2.253, 0.456], [-6.541, 0.183, -0.090], [-5.281, -1.302, 0.839], [-0.618, 3.178, -0.137], [-3.960, -2.521, -0.369], [8.033, -0.375, -0.164], [-2.344, 2.318, -1.738], [-2.111, 1.372, -1.229], [-4.648, -1.371, 1.733], [7.006, 2.168, 0.373], [-5.164, 0.857, 0.778], [4.561, 2.546, 0.470], [-4.988, -1.410, -1.306], [1.770, -0.279, -0.105], [-6.965, -2.268, 1.787], [5.860, -0.967, -0.271], [-5.925, 0.081, 0.800], [-1.220, 0.931, -1.697], [4.503, -0.785, -0.224], [2.201, 2.872, 0.555], [-3.270, 0.395, -1.437], [8.411, -1.967, -1.418], [4.937, 1.559, 0.262], [2.612, 0.749, 0.108], [4.040, 0.514, 0.050], [-1.902, 1.580, 0.154], [-4.006, 0.461, -2.398], [-6.550, 0.235, 1.676], [0.493, 0.150, -0.008], [1.865, 1.879, 0.348], [6.312, 1.361, 0.210], [3.815, -1.596, -0.388], [6.564, -2.113, -0.515], [-6.344, -2.395, 0.904], [-2.688, -0.463, 0.291]],
  "forces_ev_per_a": [[-0.5, -0.3, -0.1], [-0.1, 0.0, -0.1], [0.1, 0.0, -0.2], [0.1, -0.2, 0.4], [-0.2, 0.2, -0.1], [0.0, -0.2, 0.0], [-0.2, -0.1, 0.2], [0.5, -0.5, -0.1], [1.0, -0.8, -0.2], [-0.2, 0.1, 0.1], [-0.1, 0.0, -0.1], [-0.1, 0.0, -0.3], [0.0, -0.1, 0.1], [-0.1, 0.0, -0.1], [-0.1, 0.5, 0.1], [-0.1, -0.2, 0.1], [-0.1, 0.1, -0.4], [0.0, 0.0, 0.0], [0.1, 0.1, 0.0], [0.0, 0.1, 0.0], [-0.1, 0.1, 0.0], [0.0, -0.1, 0.1], [1.0, 0.0, 0.0], [-0.1, 0.0, 0.1], [0.3, 0.6, 0.1], [0.2, -0.2, 0.1], [-0.1, 0.0, 0.0], [0.2, 0.0, 0.0], [0.2, 0.2, 0.0], [0.5, 0.3, 0.2], [-0.2, 0.1, 0.2], [-0.3, -0.2, 0.0], [-0.8, 1.0, 0.2], [0.4, -0.2, 0.0], [0.0, -0.1, 0.1], [-0.2, 0.1, -0.3], [-0.1, 0.1, 0.1], [-1.4, 0.3, 0.1], [0.3, -0.7, -0.2], [0.3, -0.3, -0.1], [-0.1, -0.1, 0.0], [-0.5, 0.1, 0.0], [0.3, 0.1, 0.1], [0.0, 0.1, -0.1]],
  "mulliken_charge": [0.897, 0.352, 0.314, -0.023, 0.242, 0.389, -1.156, 0.572, -0.230, -0.540, 0.341, 0.852, 0.297, 0.343, -0.480, 0.363, -0.262, 0.239, 0.438, 0.256, 0.347, 0.407, -0.317, 0.401, 0.943, -1.369, 0.286, -1.068, 0.451, 0.309, 0.243, -0.851, 0.382, 0.547, -0.324, -0.671, 0.432, -0.387, -0.763, -0.922, 0.524, -0.480, -1.576, 0.252]
}


{
  "formula": "C23H24AuBrN12O2",
  "method": "the ωB97M-V functional and the def2-TZVPD basis",
  "lumo_ev": -0.78,
  "homo_energy_ev": -7.8,
  "total_charge": 0,
  "orbital_gap_ev": 7.06,
  "elements": ["N", "C", "H", "H", "N", "H", "C", "H", "N", "N", "C", "N", "O", "C", "Au", "C", "H", "C", "H", "H", "H", "H", "N", "C", "H", "H", "N", "H", "H", "C", "C", "C", "N", "H", "C", "N", "C", "H", "C", "C", "H", "C", "C", "Br", "C", "O", "H", "N", "C", "N", "H", "N", "H", "H", "C", "H", "H", "H", "H", "C", "C", "C", "C"],
  "xyz": [[-1.649, -2.410, -0.057], [-0.330, 2.654, -3.119], [2.265, -0.811, 1.596], [0.265, 1.541, 3.544], [-2.122, 0.596, 0.076], [2.788, -0.937, 3.281], [-0.398, -1.169, 2.114], [2.632, 1.273, 1.815], [-3.474, -3.479, -0.531], [-0.143, -1.171, -2.097], [2.351, 2.679, -2.450], [-2.238, 1.902, 0.422], [1.457, 0.170, -0.083], [-1.668, -1.401, 2.638], [-0.220, -1.049, 0.062], [-2.972, -2.288, -0.266], [1.293, -1.156, 5.058], [1.920, 1.339, -0.403], [1.688, -2.392, -4.620], [-0.642, 1.542, -1.318], [-2.303, -0.792, -4.633], [2.630, 3.804, -4.253], [-4.245, 1.087, 0.398], [0.835, 1.730, 2.639], [-2.051, -0.398, -2.204], [2.840, -2.267, -2.548], [-2.427, -4.331, -0.495], [1.082, 2.786, 2.556], [-4.739, -1.329, -0.269], [-3.369, 0.148, 0.086], [0.833, -1.957, -4.121], [0.084, 2.003, -1.972], [2.027, -1.991, -2.028], [2.366, 1.137, 4.774], [1.434, 2.013, -1.644], [2.127, 0.978, 2.691], [-0.315, -1.650, -4.805], [3.881, 0.930, 3.856], [0.447, -1.224, 4.382], [2.020, -0.548, 2.616], [0.246, 1.434, 1.777], [-1.260, -0.854, -2.784], [0.905, -1.695, -2.744], [-2.176, 2.681, -3.536], [1.920, 3.300, -3.612], [2.816, 1.863, 0.266], [-2.881, -1.726, 4.362], [-3.486, 2.179, 0.600], [-0.812, -1.489, 4.883], [-3.749, -1.165, -0.184], [0.228, 3.786, -4.851], [-1.338, -3.723, -0.227], [2.194, -1.453, -1.192], [-2.532, -1.461, 1.998], [0.665, -1.034, 3.016], [-0.379, -1.848, -5.867], [3.032, 2.491, 3.833], [3.393, 2.704, -2.161], [-0.962, -1.636, 5.945], [-1.877, -1.549, 4.000], [2.906, 1.412, 3.870], [-1.390, -1.071, -4.129], [0.574, 3.291, -3.954]],
  "forces_ev_per_a": [[0.0, 0.0, 0.0], [0.0, 0.0, 0.0], [0.0, 0.0, 0.0], [0.0, 0.0, 0.0], [0.0, 0.0, -0.1], [0.0, 0.0, 0.0], [0.1, 0.0, 0.0], [-0.1, 0.0, 0.0], [0.0, 0.0, 0.0], [0.0, 0.0, 0.0], [0.0, 0.0, 0.0], [0.0, 0.0, 0.0], [0.0, 0.0, 0.5], [0.0, 0.0, 0.0], [0.1, 0.1, -0.2], [0.0, 0.0, 0.1], [0.0, 0.0, 0.0], [0.0, 0.0, -0.2], [0.0, 0.0, 0.0], [0.0, 0.0, 0.0], [0.0, 0.0, 0.0], [0.0, 0.0, 0.0], [0.0, 0.0, 0.0], [0.0, 0.0, 0.0], [0.0, 0.0, 0.0], [0.0, 0.0, 0.0], [0.0, 0.0, 0.0], [0.0, 0.0, 0.0], [0.0, 0.0, 0.0], [0.0, 0.0, 0.1], [0.0, 0.0, 0.0], [0.0, 0.0, 0.0], [0.0, 0.0, 0.0], [0.0, 0.0, 0.0], [0.0, 0.0, 0.0], [0.0, 0.0, -0.1], [0.0, 0.0, 0.0], [0.0, 0.0, 0.0], [0.0, 0.0, 0.0], [0.0, 0.0, 0.0], [0.0, 0.0, 0.0], [0.0, 0.0, 0.0], [0.0, 0.0, 0.0], [0.0, 0.0, 0.0], [0.0, 0.0, 0.0], [0.1, 0.0, 0.0], [0.0, 0.0, 0.0], [0.0, 0.0, 0.0], [0.0, 0.0, 0.0], [0.0, 0.0, -0.1], [0.0, 0.0, 0.0], [0.0, 0.0, 0.0], [0.0, 0.0, 0.0], [0.0, 0.0, 0.0], [0.0, 0.0, -0.1], [0.0, 0.0, 0.0], [0.0, 0.0, 0.0], [0.0, 0.0, 0.0], [0.0, 0.0, 0.0], [0.0, 0.0, 0.0], [0.0, 0.0, 0.0], [0.0, 0.0, 0.0], [0.0, 0.0, 0.0]],
  "mulliken_charge": [0.589, -0.198, 0.080, 0.419, 0.860, 0.668, 0.813, 0.325, -0.595, 0.121, -0.745, -0.531, -0.481, 0.197, 1.639, 0.367, 0.424, 0.019, 0.377, 0.282, 0.502, 0.397, -0.567, -1.192, 0.353, 0.285, -0.656, 0.382, 0.259, -0.128, -0.951, 0.636, -0.409, 0.358, 0.497, 0.436, -0.398, 0.383, -0.684, -0.922, 0.347, -0.066, 0.753, -0.139, -0.633, -0.876, 0.464, -0.784, -0.750, 0.080, 0.423, -0.498, 0.156, 0.412, -0.278, 0.412, 0.357, 0.466, 0.408, -1.038, -0.950, -1.043, -0.434]
}


{
  "formula": "C9H12N3O",
  "method": "the ωB97M-V functional and the def2-TZVPD basis",
  "lumo_ev": [-5.20, -5.20],
  "smiles": "[H]/N=[N+]1/c2ccccc2CN[C@H]1OC",
  "homo_energy_ev": [-13.1, -13.1],
  "total_charge": 1,
  "orbital_gap_ev": [7.93, 7.93],
  "elements": ["H", "C", "C", "H", "H", "N", "C", "H", "H", "H", "N", "H", "N", "H", "O", "H", "C", "C", "H", "C", "H", "H", "C", "C", "C"],
  "xyz": [[1.887, 2.245, 0.477], [-1.563, 0.470, -0.489], [2.058, -1.574, 0.034], [-2.289, 1.160, -0.799], [-3.769, 0.438, 0.634], [-0.144, 2.455, -0.778], [3.059, 0.551, 0.822], [2.100, -2.586, -0.196], [-2.800, 0.649, 2.283], [-3.328, -1.055, 1.535], [-0.207, 1.258, -0.431], [0.072, -1.951, -2.144], [-1.198, -0.431, -1.532], [4.074, -1.331, 0.947], [-1.677, -0.073, 0.724], [-0.719, -2.140, -0.438], [-2.997, 0.042, 1.362], [-0.254, -1.394, -1.111], [-2.101, -0.693, -1.953], [3.111, -0.878, 0.666], [3.846, 0.987, 1.507], [-0.998, 2.884, -0.923], [0.902, 0.538, -0.150], [0.950, -0.827, -0.375], [1.987, 1.255, 0.329]],
  "forces_ev_per_a": [[-0.2, 3.3, 0.5], [3.5, -0.9, -0.4], [0.5, 2.8, 0.4], [-1.2, 1.0, -0.3], [1.0, 0.1, 1.0], [3.3, -1.7, 1.0], [0.8, -1.4, 1.0], [0.2, -1.7, -0.2], [-0.9, -0.7, -0.9], [0.5, 2.0, 0.3], [-3.2, 2.6, -1.8], [-0.4, 1.1, 2.7], [-2.3, 2.0, -0.1], [-0.9, -0.2, 0.0], [-1.5, -0.1, 1.1], [0.3, 0.0, -0.4], [-0.2, -1.5, -0.2], [1.2, -3.6, -1.9], [1.1, -0.8, -0.2], [-0.1, 1.0, -0.6], [-0.9, -0.1, -1.4], [-2.7, 0.7, -0.3], [2.4, -0.4, 0.2], [-1.2, -0.3, -0.6], [0.9, -3.1, 0.9]],
  "mulliken_charge": [0.627, -0.416, -1.034, 0.700, 0.343, -0.976, -0.585, 0.553, 0.252, 0.257, 0.867, 0.365, -0.408, 0.367, -0.327, 0.340, -0.662, -0.501, 0.307, -0.338, 0.325, 0.254, 0.732, 0.537, -0.579]
}


We obtain total energy values of -14443.514, -140912.941, -21815.690, -31169.652, -119948.946, -16035.557 eV for the records listed above, in that order.
We obtain molar mass values of 73.12, 533.34, 106.04, 332.36, 777.40, 178.22 Da for the records listed above, in that order.